DFT (ωB97M-V with the def2-TZVPD basis set) results for a structure of composition C15H20BCl45O2P2S2.

M (g mol⁻¹): 1964.6
E (Ha): -22946.4309
Largest force on an atom (hartree/bohr): 0.2110
HOMO energy (eV): -8.823
HOMO-LUMO gap (eV): 7.03

Geometry (Å):
O: 4.97754 2.29975 -1.63468
P: 4.29220 3.70644 -2.25308
O: 4.34221 4.81016 -1.01277
S: 5.22749 4.27793 -3.85506
B: 2.49416 3.24258 -2.73812
P: 0.88994 3.95482 -1.98588
S: -0.21868 2.36870 -1.56702
H: 4.31958 1.60508 -1.75622
H: 4.52402 5.66578 -1.40835
H: 2.38853 2.39804 -3.57066
H: 1.08034 4.76299 -0.84586
H: 0.25637 4.71573 -3.02135
C: -1.77418 1.64883 0.92321
Cl: -2.12426 1.00431 2.53038
Cl: -2.61204 0.71108 -0.31780
Cl: -2.21560 3.35595 0.81078
H: -0.70810 1.56493 0.74814
C: -3.07065 -0.39040 6.43492
Cl: -1.34317 -0.10971 6.19581
Cl: -3.80829 0.96097 7.30039
Cl: -3.87810 -0.65253 4.88589
H: -3.18988 -1.28373 7.03430
C: 0.94245 8.03824 0.32071
Cl: -0.68480 7.43289 -0.00732
Cl: 2.12929 6.94062 -0.39036
Cl: 1.12749 9.68121 -0.30441
H: 1.10466 8.05786 1.39164
C: 2.83155 3.02967 -6.86689
Cl: 3.11625 1.77735 -5.65671
Cl: 1.86269 2.39854 -8.20191
Cl: 2.03663 4.43166 -6.13408
H: 3.78960 3.34718 -7.26054
C: 1.56996 -0.92996 -2.35021
Cl: 1.37642 -2.60035 -1.81443
Cl: 3.24077 -0.63904 -2.86685
Cl: 0.45014 -0.54566 -3.65781
H: 1.34840 -0.27492 -1.51444
C: -3.40082 3.22411 -4.04846
Cl: -2.18239 2.71238 -5.22236
Cl: -3.85432 1.88126 -2.99454
Cl: -2.80791 4.59046 -3.09786
H: -4.28217 3.54455 -4.58989
C: 2.70196 -6.37774 0.07186
Cl: 1.36094 -5.27417 -0.25129
Cl: 2.54186 -7.85408 -0.88673
Cl: 4.24320 -5.57913 -0.25908
H: 2.67476 -6.64811 1.12060
C: -4.62001 -4.01468 3.54574
Cl: -5.61755 -3.85391 4.99480
Cl: -3.04137 -4.70367 3.93535
Cl: -5.44114 -5.00338 2.33122
H: -4.46658 -3.02567 3.13090
C: 7.73912 -3.15411 0.00546
Cl: 7.45562 -3.46269 1.72195
Cl: 6.80719 -4.27807 -0.99028
Cl: 7.33973 -1.48222 -0.40211
H: 8.79090 -3.31160 -0.19882
C: -3.54267 -5.68999 8.55070
Cl: -5.16342 -6.30187 8.20815
Cl: -2.32817 -6.59792 7.64592
Cl: -3.43681 -3.96426 8.18154
H: -3.34620 -5.82121 9.60750
C: -4.50539 7.51988 0.80692
Cl: -3.54944 6.06390 0.50293
Cl: -6.16223 7.09518 1.24539
Cl: -3.75900 8.50370 2.07130
H: -4.53415 8.10380 -0.10516
C: -0.56366 8.58187 -3.44267
Cl: -2.23892 8.07602 -3.69114
Cl: 0.55491 7.42793 -4.18152
Cl: -0.29711 10.20473 -4.08585
H: -0.37122 8.60415 -2.37653
C: -2.56824 -8.65091 2.94540
Cl: -1.42543 -8.08965 1.72017
Cl: -2.30847 -10.36393 3.29955
Cl: -2.43190 -7.68204 4.41603
H: -3.57120 -8.53286 2.55354
C: -0.74708 -3.84449 -5.14723
Cl: -2.09574 -3.21099 -4.19759
Cl: 0.30714 -4.84317 -4.14228
Cl: -1.34125 -4.76308 -6.53587
H: -0.16843 -3.00627 -5.51668
C: 2.41498 -7.53535 3.67690
Cl: 2.13975 -5.85148 4.13595
Cl: 1.16891 -8.58003 4.36471
Cl: 2.46393 -7.70089 1.91693
H: 3.37455 -7.84327 4.07319

DFT (ωB97M-V with the def2-TZVPD basis set) results for a structure of composition C15H20CaCl2N5SeSi.

M (g mol⁻¹): 488.4
E (Ha): -5146.2396
Largest force on an atom (hartree/bohr): 0.0062
HOMO energy (eV): -10.010
ΔE to the lowest compared entry with this formula, charge and spin (kcal/mol): 0.2
Total charge: +1
HOMO-LUMO gap (eV): 5.21

Geometry (Å):
Ca: -0.81884 0.49146 0.09194
C: 2.84020 1.82396 0.96115
C: 2.69892 0.37162 0.60372
C: 3.78172 -0.47102 0.53070
C: 3.55750 -1.79891 0.14197
C: 2.29406 -2.23638 -0.15011
C: 1.20084 -1.33630 -0.05046
N: 1.45183 -0.04663 0.32403
N: -0.09375 -1.63060 -0.28967
Si: -0.73658 -3.09841 -0.93647
C: -2.59950 -2.80752 -0.98057
C: -0.12341 -3.43490 -2.67688
C: -0.41192 -4.59099 0.15940
H: 3.80937 2.03436 1.40828
H: 2.06012 2.12036 1.66542
H: 2.74378 2.44429 0.06494
H: 4.77308 -0.11290 0.76620
H: 4.39036 -2.48730 0.07214
H: 2.11803 -3.26133 -0.44378
H: -2.85642 -1.91157 -1.55553
H: -2.97829 -2.69874 0.03967
H: -3.12960 -3.64579 -1.43609
H: -0.38409 -2.62260 -3.35901
H: -0.56590 -4.35280 -3.07046
H: 0.96132 -3.55474 -2.71059
H: -0.59730 -4.34854 1.20810
H: 0.60981 -4.96657 0.08458
H: -1.07528 -5.41567 -0.11223
Cl: -3.68310 1.03336 -0.69902
C: -4.34179 -0.00658 0.58387
Cl: -3.12202 -0.36009 1.82599
H: -4.64182 -0.94436 0.13142
H: -5.16177 0.52104 1.05434
Se: 0.24775 3.53020 -2.56081
N: 0.51235 4.95099 -1.55586
C: 0.14775 4.64396 -0.32516
C: 0.23662 5.49271 0.81717
C: -0.19228 4.98245 1.99813
C: -0.69973 3.64621 2.06646
N: -0.81833 2.83557 1.05152
C: -0.40271 3.32971 -0.15681
N: -0.46205 2.57462 -1.23594
H: 0.63313 6.49306 0.71164
H: -0.15924 5.55888 2.91118
H: -1.01284 3.26247 3.03147

DFT (ωB97M-V with the def2-TZVPD basis set) results for a structure of composition C15H20ClNdO5.

M (g mol⁻¹): 460.0
E (Ha): -1981.1001
Largest force on an atom (hartree/bohr): 0.0561
HOMO energy (alpha / beta) (eV): 2.178 / 2.178
Spin multiplicity: 4
Total charge: -2
HOMO-LUMO gap (alpha / beta) (eV): 2.58 / 2.58

Geometry (Å):
Nd: 0.34919 0.27412 1.21351
C: 1.10792 2.80651 1.74729
C: 2.36412 2.12944 1.68956
C: 2.58464 1.72085 0.33511
H: 3.05703 1.98547 2.51571
C: 1.45451 2.13918 -0.43873
C: 0.55431 2.82323 0.43293
H: -0.38532 3.29339 0.14114
H: 0.68244 3.28360 2.62814
H: 3.44823 1.16600 -0.03820
H: 1.32263 1.98901 -1.51266
C: -2.14298 -0.12393 2.34572
C: -2.12346 1.14156 1.67926
C: -2.07648 0.89672 0.27201
H: -2.17877 2.11694 2.15633
C: -2.07071 -0.51274 0.07304
C: -2.12326 -1.14709 1.34940
H: -2.14958 -2.22279 1.52366
H: -2.18925 -0.27740 3.41999
H: -2.09307 1.64087 -0.52278
H: -2.08387 -1.01286 -0.89559
O: 0.90426 -1.14257 -0.33387
C: -0.19358 -1.58610 -3.24448
C: 0.89890 -2.26902 -2.55754
C: 0.02298 -0.24827 -3.81899
C: -1.48123 -2.28502 -3.42266
C: 0.84139 -2.35715 -0.99559
H: 1.87487 -1.84229 -2.84503
H: 0.87309 -3.33735 -2.84180
H: -0.09379 -2.89120 -0.74455
H: 1.69784 -2.96331 -0.65802
H: 0.49745 -0.25865 -4.81905
H: 0.67440 0.34563 -3.15770
H: -0.92547 0.29728 -3.93714
H: -1.51831 -2.94543 -4.30984
H: -2.29444 -1.55459 -3.54446
H: -1.72018 -2.91737 -2.55219
O: 1.60380 2.05412 4.53086
Cl: 0.92913 0.79796 4.78949
O: 1.68242 -0.07248 5.64964
O: -0.42263 0.98925 5.26411
O: 0.84080 0.07649 3.43397

DFT (ωB97M-V with the def2-TZVPD basis set) results for a structure of composition C15H20HgN2O2.

M (g mol⁻¹): 460.9
E (Ha): -996.7435
Largest force on an atom (hartree/bohr): 0.0604
HOMO energy (alpha / beta) (eV): -7.471 / -7.634
ΔE to the lowest compared entry with this formula, charge and spin (kcal/mol): 92.0
HOMO-LUMO gap (alpha / beta) (eV): 6.93 / 7.15

Geometry (Å):
C: 2.44323 -2.03745 -1.45130
C: -0.70992 -3.56270 0.65012
H: 1.97076 -1.76883 -2.39387
H: 2.68155 -3.12899 -1.49151
H: 3.45290 -1.64759 -1.19095
H: -1.73168 -3.24137 0.72553
H: -0.76634 -4.11694 -0.32154
H: -0.33950 -4.32956 1.36998
C: 0.52003 0.45012 -2.53510
C: 0.36016 1.48294 -3.46971
C: -0.64717 2.42073 -3.23068
C: -1.43512 2.26394 -2.09219
H: 1.36173 -0.22090 -2.64786
H: 1.03014 1.51651 -4.32323
H: -0.81088 3.25738 -3.90301
H: -2.20720 2.98682 -1.82972
N: -0.26856 0.24603 -1.49192
C: -1.24072 1.13935 -1.25141
C: -2.08194 0.91038 -0.05754
N: -1.72494 -0.08237 0.76864
C: -2.45549 -0.31206 1.85532
C: -3.98711 1.47883 1.34890
C: -3.59727 0.44408 2.20463
H: -2.12449 -1.12996 2.50009
H: -4.13433 0.20459 3.12360
C: -3.22617 1.70905 0.19966
H: -3.49599 2.48885 -0.50738
H: -4.86109 2.10045 1.56009
Hg: 0.83945 -2.21585 0.00014
C: 0.64386 -1.51061 2.19256
H: -0.19401 -2.05914 2.64779
H: 0.45839 -0.45156 2.23831
H: 1.57049 -1.71679 2.75088
C: 3.45929 1.29103 1.68285
O: 2.45521 0.25940 1.60875
C: 2.04552 -0.09289 0.38882
O: 2.38576 0.56474 -0.55801
H: 3.03966 2.19850 1.25132
H: 4.32980 0.96280 1.11451
H: 3.68649 1.40608 2.74016